1.
This record from OMol25 describes a molecular structure, C32H40BrCl2N4RuSeSi. The level of theory is ωB97M-V/def2-TZVPD.

Summary:
maximum force: 2.2 eV/Å
frontier orbital gap (alpha / beta): 3.6 / 3.5 eV
2S+1: 2
energy above the lowest of the compared OMol25 structures with the same formula, charge and spin: 2.966 eV
LUMO (alpha / beta): 3.692 / 3.651 eV
charge: -2

Element x y z (Å)
Ru: 2.368 -1.811 1.388
C: 3.101 -6.056 0.559
C: 2.953 -4.833 1.214
N: 2.655 -3.720 0.562
C: 2.512 -3.769 -0.781
C: 2.624 -4.967 -1.527
C: 2.932 -6.135 -0.804
C: 2.423 -4.927 -2.928
C: 2.148 -3.749 -3.560
C: 2.056 -2.529 -2.842
C: 1.786 -1.287 -3.448
C: 1.738 -0.160 -2.647
C: 1.937 -0.255 -1.278
N: 2.162 -1.423 -0.653
C: 2.233 -2.539 -1.438
H: 3.348 -6.934 1.142
H: 3.079 -4.730 2.285
H: 3.029 -7.077 -1.331
H: 2.481 -5.844 -3.504
H: 1.998 -3.739 -4.634
H: 1.630 -1.233 -4.519
H: 1.549 0.816 -3.076
H: 1.929 0.634 -0.664
C: -3.638 2.658 -3.569
C: -2.973 1.554 -2.735
C: -4.026 0.483 -2.422
C: -1.889 0.869 -3.583
Si: -2.207 2.215 -1.069
Br: -0.306 -0.065 1.564
C: -3.527 2.514 0.325
C: -4.731 3.334 -0.158
C: -4.018 1.165 0.876
C: -2.872 3.241 1.507
C: -1.008 3.729 -1.329
C: -1.729 5.082 -1.413
C: -0.188 3.553 -2.614
C: -0.004 3.758 -0.164
H: -4.053 2.235 -4.494
H: -2.921 3.429 -3.856
H: -4.453 3.136 -3.021
H: -4.375 0.023 -3.354
H: -4.894 0.908 -1.915
H: -3.606 -0.302 -1.789
H: -2.355 0.348 -4.428
H: -1.331 0.139 -2.992
H: -1.178 1.584 -3.994
H: -5.300 2.799 -0.922
H: -4.423 4.298 -0.572
H: -5.413 3.535 0.678
H: -4.581 0.594 0.139
H: -4.675 1.339 1.736
H: -3.172 0.560 1.208
H: -2.558 4.253 1.249
H: -2.008 2.676 1.866
H: -3.589 3.321 2.332
H: -2.421 5.112 -2.259
H: -1.000 5.890 -1.549
H: -2.292 5.300 -0.504
H: -0.804 3.669 -3.507
H: 0.288 2.572 -2.639
H: 0.601 4.313 -2.656
H: -0.479 4.020 0.780
H: 0.780 4.497 -0.363
H: 0.466 2.780 -0.033
C: 1.665 0.073 1.985
H: 1.961 0.992 1.466
H: 1.635 0.305 3.049
Cl: 4.320 -0.414 4.290
C: 3.115 -1.297 5.174
C: 3.064 -1.147 6.538
C: 2.148 -1.859 7.312
C: 1.276 -2.734 6.671
C: 1.304 -2.876 5.306
Cl: 0.170 -3.958 4.545
C: 2.214 -2.173 4.428
N: 2.180 -2.361 3.141
H: 3.760 -0.462 7.009
H: 2.110 -1.726 8.386
H: 0.567 -3.320 7.245
Se: 6.608 -3.574 2.556
C: 5.421 -2.518 1.778
N: 4.673 -1.799 1.243



2.
This record from OMol25 describes 11 unconnected molecules or ions with the total composition C64H69O5PS. The level of theory is ωB97M-V/def2-TZVPD.

Summary:
maximum force: 0.7 eV/Å
frontier orbital gap: 9.1 eV
SMILES: O=S1(=O)OCCC[C@@H]1P(O)O.c1ccccc1.c1ccccc1.c1ccccc1.c1ccccc1.c1ccccc1.c1ccccc1.c1ccccc1.c1ccccc1.c1ccccc1.c1ccccc1
LUMO: -0.011 eV
charge: 0

Element x y z (Å)
O: 5.559 2.288 -1.989
S: 6.351 1.762 -3.072
O: 7.397 2.558 -3.653
O: 6.984 0.401 -2.544
C: 6.652 -0.831 -3.225
C: 6.845 -0.747 -4.733
C: 6.042 0.405 -5.388
C: 5.256 1.236 -4.353
P: 4.522 2.747 -5.215
O: 3.254 1.950 -5.908
O: 3.838 3.515 -3.948
H: 7.312 -1.578 -2.785
H: 5.627 -1.112 -2.959
H: 6.531 -1.714 -5.135
H: 7.908 -0.635 -4.953
H: 5.347 0.039 -6.144
H: 6.730 1.089 -5.890
H: 4.467 0.656 -3.862
H: 2.646 1.551 -5.273
H: 3.848 3.049 -3.101
C: 2.243 5.002 -0.798
C: 1.481 4.663 0.313
C: 0.150 4.301 0.161
C: -0.427 4.284 -1.102
C: 0.331 4.628 -2.213
C: 1.665 4.986 -2.062
H: 3.283 5.279 -0.679
H: 1.924 4.679 1.302
H: -0.439 4.032 1.030
H: -1.467 4.006 -1.221
H: -0.119 4.618 -3.199
H: 2.256 5.247 -2.930
C: -3.189 1.376 2.605
C: -3.066 0.019 2.875
C: -2.265 -0.778 2.069
C: -1.585 -0.219 0.995
C: -1.706 1.137 0.726
C: -2.510 1.934 1.531
H: -3.815 1.998 3.233
H: -3.596 -0.417 3.712
H: -2.171 -1.837 2.274
H: -0.962 -0.843 0.367
H: -1.174 1.575 -0.109
H: -2.610 2.992 1.320
C: 5.019 3.023 2.508
C: 5.623 3.906 3.393
C: 6.634 4.749 2.949
C: 7.038 4.707 1.622
C: 6.432 3.827 0.735
C: 5.421 2.984 1.180
H: 4.234 2.362 2.854
H: 5.310 3.936 4.429
H: 7.107 5.436 3.639
H: 7.826 5.365 1.276
H: 6.742 3.792 -0.300
H: 4.950 2.301 0.486
C: 8.819 -2.439 0.809
C: 8.047 -3.534 1.173
C: 6.662 -3.454 1.126
C: 6.048 -2.278 0.715
C: 6.821 -1.182 0.354
C: 8.206 -1.262 0.400
H: 9.899 -2.501 0.848
H: 8.525 -4.450 1.497
H: 6.060 -4.308 1.411
H: 4.968 -2.215 0.678
H: 6.346 -0.262 0.034
H: 8.805 -0.406 0.116
C: -3.850 -3.204 -0.113
C: -3.732 -4.562 0.152
C: -2.934 -5.360 -0.658
C: -2.257 -4.801 -1.733
C: -2.378 -3.443 -1.999
C: -3.174 -2.645 -1.188
H: -4.466 -2.579 0.521
H: -4.262 -4.999 0.988
H: -2.845 -6.420 -0.453
H: -1.636 -5.423 -2.364
H: -1.853 -3.008 -2.840
H: -3.266 -1.585 -1.391
C: 2.507 5.412 5.754
C: 1.710 4.997 6.812
C: 0.411 4.568 6.577
C: -0.091 4.552 5.282
C: 0.708 4.965 4.225
C: 2.005 5.398 4.460
H: 3.520 5.748 5.939
H: 2.101 5.008 7.822
H: -0.209 4.245 7.403
H: -1.103 4.214 5.097
H: 0.314 4.959 3.216
H: 2.624 5.730 3.635
C: -0.745 6.345 -6.638
C: 0.400 5.723 -6.157
C: 0.611 4.372 -6.400
C: -0.321 3.644 -7.126
C: -1.466 4.265 -7.607
C: -1.678 5.615 -7.363
H: -0.909 7.398 -6.449
H: 1.127 6.291 -5.591
H: 1.507 3.890 -6.029
H: -0.153 2.592 -7.320
H: -2.193 3.698 -8.173
H: -2.570 6.100 -7.738
C: -6.944 -9.318 -3.321
C: -7.069 -8.199 -2.508
C: -5.996 -7.332 -2.351
C: -4.799 -7.586 -3.006
C: -4.673 -8.706 -3.818
C: -5.746 -9.572 -3.975
H: -7.782 -9.993 -3.445
H: -8.002 -8.003 -1.996
H: -6.088 -6.458 -1.719
H: -3.967 -6.905 -2.884
H: -3.739 -8.904 -4.327
H: -5.650 -10.446 -4.607
C: -0.738 6.294 9.753
C: -0.646 6.430 11.131
C: -1.766 6.226 11.925
C: -2.979 5.887 11.341
C: -3.072 5.753 9.962
C: -1.951 5.956 9.169
H: 0.135 6.452 9.131
H: 0.299 6.697 11.587
H: -1.694 6.331 13.000
H: -3.852 5.727 11.961
H: -4.018 5.490 9.506
H: -2.022 5.855 8.093
C: -10.035 -11.291 -1.392
C: -10.565 -12.441 -0.822
C: -11.829 -12.880 -1.194
C: -12.562 -12.170 -2.135
C: -12.032 -11.019 -2.704
C: -10.769 -10.581 -2.331
H: -9.049 -10.949 -1.104
H: -9.994 -12.995 -0.089
H: -12.242 -13.777 -0.751
H: -13.547 -12.513 -2.426
H: -12.604 -10.464 -3.436
H: -10.357 -9.682 -2.774



3.
This record from OMol25 describes 3 unconnected molecules or ions with the total composition C6H17NO. The level of theory is ωB97M-V/def2-TZVPD.

Summary:
maximum force: 2.7 eV/Å
frontier orbital gap: 6.9 eV
energy above the lowest of the compared OMol25 structures with the same formula, charge and spin: 6.962 eV
LUMO: -1.862 eV
charge: 0

Element x y z (Å)
C: 1.479 1.493 1.320
N: 0.233 0.696 1.443
C: 0.249 -0.633 0.709
C: -0.075 -0.477 -0.789
C: -0.090 -1.776 -1.569
C: -1.290 0.398 -0.896
C: -0.833 -1.327 1.496
H: 1.267 2.511 1.653
H: 1.738 1.469 0.246
H: 2.322 1.058 1.877
H: 0.028 0.570 2.418
H: 1.334 -0.945 0.889
H: 0.653 0.178 -1.328
H: 0.907 -2.239 -1.608
H: -0.728 -2.491 -1.022
H: -0.399 -1.675 -2.623
H: -1.446 0.620 -1.956
H: -1.046 1.329 -0.283
H: -2.259 0.068 -0.529
H: -1.830 -0.893 1.366
H: -1.034 -2.369 1.238
H: -0.678 -1.241 2.570
H: -0.343 2.163 -0.621
H: 0.495 1.886 -2.196
O: 1.346 1.626 -1.805



Number 1: E -7742.56511 a.u.. Number 2: E -3595.89323 a.u.. Number 3: E -368.54500 a.u..